Entry 1:
Below is a 2-piece molecular cluster, C26H45NO6 overall, with properties calculated with wB97M-V/def2-TZVPD.

HOMO energy: -0.14379 Ha
Energy relative to the best compared isomer or geometry (same formula, charge and spin): 0.00 kcal per mole

Cartesian coordinates (Å):
1 O -2.424614 3.647368 -1.999357
2 O -4.473717 -3.386944 -2.107813
3 O -4.255182 2.859514 2.168273
4 O 6.288883 -3.158418 -3.103841
5 O -2.743541 -3.898131 -0.745347
6 O 3.480925 -2.091210 -0.320955
7 N -2.496278 1.331472 0.842700
8 C -3.813114 -3.151317 -1.122590
9 C -1.023421 3.542703 -2.002068
10 C 4.327753 -1.227698 -1.069621
11 C -0.743361 1.905557 2.560470
12 C 6.686921 -4.282959 -2.472359
13 C -3.597950 0.361926 0.496452
14 C 1.665128 3.425591 -1.862886
15 C -3.260353 2.317937 3.017080
16 C -3.710249 3.535888 1.056035
17 C -2.673771 2.693298 0.240501
18 C -3.175039 -0.744805 -0.489374
19 C 0.266754 -1.304509 1.356765
20 C 2.522052 -2.754718 -1.107908
21 C -3.016571 2.606659 -1.254325
22 C -0.345905 4.607513 -1.462052
23 C 1.113673 -2.146273 -0.921742
24 C -4.146235 -1.940766 -0.239898
25 C 0.529129 -2.530659 0.463441
26 C -2.208335 1.427128 2.303765
27 C 5.687606 -4.627507 -1.350765
28 C 1.600943 -0.655559 1.758820
29 C 0.992070 2.371352 -2.418316
30 C 1.469268 0.680231 2.549367
31 C 1.033458 4.554263 -1.394825
32 C -0.390486 2.422542 -2.485152
33 C 0.135127 0.866252 3.313854
34 H 5.263286 -1.096367 -0.523684
35 H 1.175280 -1.055032 -1.037038
36 H -0.918624 5.450286 -1.087013
37 H 4.550223 -1.594444 -2.079014
38 H -2.157291 -1.099033 -0.286590
39 H 2.479328 -3.799987 -0.769430
40 H -3.853183 -0.157355 1.425004
41 H -0.170687 -1.713300 2.282825
42 H 1.247831 -3.195001 0.954503
43 H -2.811380 3.121908 3.615008
44 H 2.266596 -1.352497 2.271420
45 H -2.765225 1.643624 -1.714116
46 H -4.102588 2.719595 -1.353147
47 H 0.389739 1.318797 4.278775
48 H -0.458287 -0.609956 0.908523
49 H -0.989214 1.615644 -2.896806
50 H 6.768995 -5.213105 -3.094181
51 H -0.256585 2.205295 1.622379
52 H -3.324535 -0.460279 -1.532994
53 H -3.193567 4.433639 1.433135
54 H -1.714018 3.193235 0.400482
55 H -0.384889 -0.063955 3.546376
56 H 1.556644 5.389790 -0.944048
57 H 2.124966 -0.409856 0.828696
58 H 2.748613 3.381036 -1.780631
59 H -5.152958 -1.576362 -0.462775
60 H -4.519971 0.861374 0.194789
61 H 7.692474 -4.257107 -1.975209
62 H 1.506693 1.486337 -2.776163
63 H -2.257619 0.430675 2.747677
64 H -0.792848 2.824468 3.152085
65 H -1.635356 0.966372 0.421105
66 H 2.268749 0.682085 3.299718
67 H -4.475332 3.890317 0.363043
68 H -3.791261 1.676649 3.727253
69 H 1.705969 1.513024 1.880512
70 H 3.865171 -0.220567 -1.164654
71 H 5.982924 -5.543858 -0.809921
72 H -4.170100 -2.207075 0.826487
73 H -0.381678 -3.131675 0.326823
74 H 4.688644 -4.796487 -1.765867
75 H -2.242813 -3.359682 -0.115455
76 H 2.794375 -2.783056 -2.169747
77 H 5.632115 -3.818514 -0.617142
78 H 0.509825 -2.545320 -1.747325

Cartesian forces (eV/Å) of the 6 atoms listed first:
0.2 -0.2 0.3
0.9 -0.2 1.1
-0.2 -0.7 -0.7
0.3 0.0 -0.2
-0.5 0.7 -0.2
0.1 -0.1 -0.3

These are the Mulliken partial charges, in e, on atoms 1 to 4: number 1, O, carries -0.53; number 2, O, carries -0.53; number 3, O, carries -0.42; number 4, O, carries -0.84

Entry 2:
Below is C26H46AsBrMnN5O3PSi3 as an isolated structure, with properties calculated with wB97M-V/def2-TZVPD.

Spin multiplicity: 5
HOMO energy (spin up / spin down): -0.53830 / -0.56328 Ha
Total charge: +3

Cartesian coordinates (Å):
1 Br 1.026459 -7.067741 6.653767
2 As -3.004083 0.386532 -0.072658
3 Mn -0.625537 0.597432 0.262575
4 P 0.921812 3.693014 0.334940
5 Si -4.904423 -0.211326 1.245543
6 Si -3.610449 2.168854 -1.518777
7 Si -2.485575 -1.517349 -1.428970
8 O 2.318550 3.307138 0.659422
9 O 1.272471 0.279990 0.111627
10 O -0.268560 2.776996 0.547952
11 N 2.485691 4.229477 -1.820352
12 N -0.291861 -0.098746 2.179569
13 N 3.552766 -1.686766 5.821679
14 N -0.447554 4.710360 2.454417
15 N 3.711144 -1.029250 4.823580
16 C 1.869350 0.003356 1.217363
17 C 3.806422 -0.385977 2.573016
18 C 3.021385 -0.722416 3.688018
19 C -2.169865 2.326241 -2.704660
20 C -5.026564 1.126833 2.540870
21 C 1.046575 -0.249799 2.386305
22 C -1.901570 -2.817340 -0.227742
23 C -1.120033 -0.271627 3.190209
24 C 0.679520 -0.751797 4.698704
25 C 1.026232 4.252333 -1.431886
26 C 2.658165 -3.761692 4.842807
27 C -5.188473 1.956523 -2.462439
28 C 1.586360 -0.603671 3.625107
29 C 2.090099 -4.995051 5.063768
30 C 0.400976 5.181654 1.304411
31 C -0.662751 -0.588351 4.479174
32 C -4.563449 -1.874124 2.000621
33 C -3.661598 3.659252 -0.400073
34 C 3.259003 -0.062111 1.351240
35 C 1.802861 -5.401240 6.372948
36 C -6.372093 -0.254326 0.125295
37 C 2.937547 -2.943284 5.943663
38 C 2.701264 -3.367767 7.252057
39 C -1.013293 -1.006402 -2.475254
40 C 2.109360 -4.596068 7.467416
41 C -3.923465 -2.056133 -2.458793
42 H -5.603885 1.976166 2.170623
43 H -2.168011 1.519008 -3.435375
44 H -5.530402 0.755677 3.435846
45 H 2.646848 3.737993 -2.699720
46 H -5.326136 0.947855 -2.850478
47 H 0.496670 3.539993 -2.061104
48 H -1.323279 -0.537528 -3.408133
49 H -2.749465 3.705930 0.199703
50 H -0.223846 5.842725 0.705318
51 H -2.175789 -0.162241 2.977029
52 H -3.757362 4.579444 -0.981888
53 H -1.376606 -0.703086 5.282437
54 H 1.250931 5.735343 1.697039
55 H -4.714598 -2.674132 1.274838
56 H -6.061242 2.211676 -1.862029
57 H -1.095692 5.429543 2.780382
58 H 2.983576 3.738429 -1.032426
59 H -1.209847 2.290933 -2.178716
60 H -0.440698 -1.902434 -2.727495
61 H -4.514847 3.615956 0.280112
62 H -5.170082 2.639957 -3.315641
63 H 2.919936 -3.454347 3.838963
64 H 1.905997 -4.943150 8.470073
65 H -3.553579 -1.970747 2.402596
66 H 2.879167 5.166456 -1.913151
67 H 2.986479 -2.728988 8.077118
68 H -1.208700 -2.402385 0.511416
69 H 1.030974 -0.981391 5.693794
70 H -4.682271 -2.560462 -1.859137
71 H -5.266626 -2.043028 2.820191
72 H 3.883587 0.145872 0.495436
73 H -7.236491 -0.619775 0.686737
74 H -2.230707 3.265443 -3.260671
75 H -3.590472 -2.760461 -3.225313
76 H -6.625587 0.731268 -0.261886
77 H 0.126964 4.423607 3.248951
78 H -1.369977 -3.605560 -0.766023
79 H -4.043672 1.500038 2.837580
80 H -6.218112 -0.927123 -0.719080
81 H 4.881409 -0.429696 2.693784
82 H -4.389364 -1.211178 -2.966733
83 H -0.290209 -0.323223 -2.004005
84 H -0.969763 3.881004 2.124913
85 H 1.880985 -5.662186 4.239937
86 H 0.615664 5.241869 -1.618822
87 H -2.723984 -3.280092 0.315354

Cartesian forces (eV/Å) of the 6 atoms listed first:
-0.1 -0.1 0.0
-0.8 -0.2 -0.4
0.4 0.4 0.6
0.1 -0.1 0.1
0.1 0.1 0.1
0.1 -0.1 0.0

These are the Mulliken partial charges, in e, on atoms 1 to 4: number 1, Br, carries -0.07; number 2, As, carries 0.54; number 3, Mn, carries 0.05; number 4, P, carries 1.10

Entry 3:
Below is a 3-piece molecular cluster, C26H46BF3N4O8 overall, with properties calculated with wB97M-V/def2-TZVPD.

Spin multiplicity: 3
HOMO energy (spin up / spin down): -0.29242 / -0.29242 Ha
Energy relative to the best compared isomer or geometry (same formula, charge and spin): 0.00 kcal per mole

Cartesian coordinates (Å):
1 F -0.740935 4.890503 -1.325907
2 F 0.188076 3.269634 -2.488598
3 F -1.866622 3.887070 -3.035472
4 O -4.816421 4.174379 -0.292306
5 O 2.072391 -0.253020 4.035517
6 O 1.308111 2.260892 0.326766
7 O -2.829409 -2.700477 -3.550243
8 O 1.999746 -0.042515 0.040128
9 O -3.193254 5.118095 0.883033
10 O 0.018678 0.772198 -1.235147
11 O -3.123826 -1.681860 2.630553
12 N -2.853253 1.724395 0.693139
13 N -2.175763 -2.489636 -4.693882
14 N 2.963498 0.689220 4.350850
15 N -1.042442 1.385796 -0.659412
16 C -2.706766 2.925457 -0.047465
17 C -1.433835 -0.116113 -4.228313
18 C 4.880901 -0.461859 6.271789
19 C 2.821495 0.970234 5.812243
20 C 5.255499 1.428680 3.724081
21 C -1.851913 0.858326 0.329251
22 C -3.172239 -2.005509 -5.698091
23 C -3.564454 -0.535135 -5.477458
24 C 1.345112 1.153599 6.224042
25 C -3.296691 -2.510223 0.254258
26 C 3.455021 2.333131 6.170194
27 C -2.627894 -2.177955 -7.133658
28 C -4.451431 -2.869231 -5.704187
29 C -1.576262 2.697746 -0.914165
30 C 4.301227 0.221816 3.870287
31 C 0.048910 -1.720221 -5.498022
32 C -1.642864 -0.569907 0.952179
33 C 4.239849 -0.361782 2.443041
34 C -1.019812 -1.593850 -4.389209
35 C -2.354163 0.383300 -5.337277
36 C 4.934469 -0.835057 4.792911
37 C -1.031583 3.700974 -1.961468
38 C -0.258583 -2.027075 -3.111714
39 C -3.031938 -1.287227 1.247102
40 C -3.664648 4.148905 0.160820
41 C 3.450936 -0.127074 6.686541
42 B 1.109324 1.007129 -0.302823
43 H 4.754277 2.271467 3.241703
44 H 0.644949 -1.428164 -2.976939
45 H 3.680076 -1.297421 2.393706
46 H -2.841195 -3.466182 0.620962
47 H 1.273103 1.472347 7.266021
48 H 3.444913 0.179752 7.736376
49 H -0.543488 0.520019 -4.192854
50 H -2.287127 -3.202170 -7.306142
51 H 5.976574 -1.004577 4.505028
52 H -2.691044 1.397076 -5.099069
53 H -2.240670 -1.690049 3.035714
54 H 2.739282 -0.063304 -0.601005
55 H 0.767373 0.230877 6.145135
56 H -3.585893 1.536768 1.385555
57 H -0.185622 -1.158796 -6.400010
58 H 4.423348 -1.795573 4.661862
59 H -0.848609 -1.893631 -2.202580
60 H 0.857597 1.917300 5.611661
61 H -5.112413 -2.571634 -6.521113
62 H 0.213209 -2.765785 -5.769611
63 H 3.069723 3.128669 5.527182
64 H -4.417624 -2.654556 0.235302
65 H -3.411363 -1.967835 -7.865961
66 H 3.784627 0.348451 1.749381
67 H -1.811291 0.457071 -6.283393
68 H -1.816244 -1.500987 -7.386906
69 H -5.033342 -2.767825 -4.786503
70 H -4.211416 -3.926871 -5.843098
71 H -1.003594 -0.431276 1.873722
72 H 5.242758 -0.588295 2.073218
73 H -1.945008 0.023333 -3.267784
74 H 5.550726 0.376481 6.481131
75 H 5.247076 -1.302044 6.870158
76 H -4.186387 -0.184129 -6.305755
77 H 2.848417 -1.040124 6.634822
78 H -3.885775 -0.569084 1.060228
79 H -1.046277 -1.175452 0.218354
80 H -2.935196 -2.218426 -0.767894
81 H 5.680755 1.769302 4.665978
82 H 0.047227 -3.074924 -3.172200
83 H 6.116916 1.171320 3.102800
84 H -4.180048 -0.442258 -4.576451
85 H 3.217337 2.604604 7.201727
86 H 1.023012 2.116289 1.256752
87 H 1.009776 -1.322971 -5.160766
88 H 4.540334 2.347468 6.117650

Cartesian forces (eV/Å) of the 6 atoms listed first:
-1.0 -1.6 -1.4
-1.7 0.3 0.6
1.1 0.0 1.8
1.0 -2.0 -0.6
0.5 1.5 -0.2
-1.6 -2.0 -0.2

These are the Mulliken partial charges, in e, on atoms 1 to 4: number 1, F, carries -0.22; number 2, F, carries -0.25; number 3, F, carries -0.22; number 4, O, carries -0.63

no.,F_max (eV/A)
1,1.93
2,0.87
3,5.51